Record 1
Computed, not measured: C30H50OsP4Se as an isolated structure, with ωB97M-V with the def2-TZVPD basis set.

```
86
Properties=species:S:1:pos:R:3:forces:R:3:lowdin_charge:R:1
Os 0.35740 -0.84512 0.11550 1.812 1.545 -0.516 0.332
P -0.79968 -2.75732 0.69839 -0.529 -1.541 0.427 0.615
P 2.09353 -1.07151 1.81301 1.360 0.629 0.940 0.689
P 1.80880 -2.11212 -1.29421 0.021 -0.918 -1.093 0.619
H -2.40336 3.71032 -6.75500 -0.075 -0.344 -0.170 0.135
C -2.38354 2.74415 -7.27416 2.908 2.790 -0.728 0.171
C -3.36829 1.84140 -7.14258 -2.882 -2.401 -0.125 0.229
H -4.28883 2.07720 -6.60450 0.174 -0.068 -0.062 0.133
C -2.29430 -2.57697 1.71358 0.012 0.082 -0.113 -0.243
C 0.01973 -4.10685 1.63314 0.011 0.001 -0.141 -0.218
C -1.46200 -3.57263 -0.80190 -0.080 0.080 0.174 -0.226
C 3.39842 0.23820 1.80984 -0.168 -0.023 -0.086 -0.232
C 1.51547 -0.95613 3.55502 -0.309 -0.087 0.089 -0.235
C 3.17049 -2.55706 1.95867 -0.051 -0.390 -0.249 -0.233
C 1.12245 -2.02865 -2.98507 0.137 -0.236 -0.288 -0.240
C 2.12948 -3.91172 -1.09811 -0.005 -0.108 0.095 -0.223
C 3.52731 -1.51623 -1.55101 0.124 0.156 0.018 -0.252
H -1.53453 2.56494 -7.95594 -0.591 0.127 0.150 0.137
H -3.31732 0.88745 -7.67337 0.003 0.066 0.311 0.134
H -3.01475 -1.94428 1.19058 0.001 -0.092 0.120 0.047
H -2.02891 -2.12513 2.67216 -0.075 -0.120 -0.078 0.040
H -2.73367 -3.56492 1.88668 0.015 0.168 -0.030 0.078
H 0.40690 -3.73782 2.59052 -0.104 -0.057 -0.196 0.047
H 0.82988 -4.57116 1.06152 -0.209 0.126 0.218 0.033
H -0.74158 -4.86923 1.84731 0.201 0.140 -0.082 0.077
H -2.05537 -2.84183 -1.36139 0.068 -0.153 0.017 0.056
H -2.11906 -4.38744 -0.47773 0.102 0.054 -0.137 0.076
H -0.67250 -3.97198 -1.44485 -0.255 0.114 0.145 0.027
H 4.17414 0.01646 2.55678 -0.290 -0.087 -0.168 0.080
H 2.96715 1.21437 2.05638 0.030 -0.209 -0.072 0.030
H 3.88541 0.30511 0.83176 -0.067 0.021 0.119 0.035
H 2.19697 -1.47081 4.24899 -0.092 0.127 -0.374 0.080
H 0.52220 -1.40226 3.66751 0.110 0.008 0.023 0.031
H 1.46152 0.08951 3.87212 0.090 -0.138 -0.198 0.040
H 3.84148 -2.45722 2.82777 -0.341 0.234 -0.276 0.081
H 3.80894 -2.69586 1.07911 -0.175 0.045 0.172 0.039
H 2.58101 -3.46793 2.11161 0.143 0.209 -0.075 0.035
H 1.63697 -2.76689 -3.61922 -0.146 0.289 0.084 0.076
H 1.26774 -1.02484 -3.41140 -0.033 -0.355 0.140 0.036
H 0.04846 -2.25755 -2.98118 0.291 0.057 0.030 0.045
H 2.75762 -4.24171 -1.94220 -0.236 0.210 0.249 0.080
H 1.20696 -4.50336 -1.11730 0.311 0.154 0.016 0.037
H 2.67934 -4.13048 -0.17359 -0.198 0.073 -0.280 0.041
H 4.06288 -2.24016 -2.18464 -0.243 0.167 0.205 0.082
H 4.08817 -1.40597 -0.61355 -0.180 -0.043 -0.281 0.035
H 3.53286 -0.54836 -2.07312 0.041 -0.333 0.169 0.023
C 0.75063 1.54566 -2.85119 0.105 -0.064 0.825 -0.508
C -0.54410 1.22529 -3.24293 -0.386 0.074 -0.643 -0.125
C -1.00545 1.68909 -4.48059 0.256 -0.047 0.338 -0.048
C -0.16837 2.47959 -5.26899 0.272 -0.078 0.266 -0.050
C 1.13265 2.81111 -4.86142 -0.270 -0.132 0.056 -0.008
C 1.59677 2.34562 -3.62874 -0.169 0.056 -0.347 -0.081
Se 1.52512 0.97839 -1.15156 0.797 0.978 -0.373 0.916
H -0.11256 0.02319 -1.30336 -0.544 -1.368 1.062 -0.092
H -1.20234 0.61649 -2.61942 0.196 0.143 -0.208 0.086
H -2.01655 1.42312 -4.81373 0.382 0.118 0.228 0.103
H -0.52510 2.85801 -6.22738 0.378 -0.066 0.310 0.069
H 1.76197 3.42308 -5.51118 -0.141 -0.195 0.317 0.138
H 2.59778 2.59224 -3.27795 -0.184 -0.024 -0.133 0.120
C -2.07491 1.42728 0.19911 -0.497 -0.048 -0.185 -0.250
P -0.77203 0.87766 1.36203 -1.756 1.451 0.333 0.841
C -0.17602 2.56737 1.87254 0.949 -0.113 -0.434 -0.343
C -1.01020 3.42939 2.60664 -0.609 -0.178 0.625 -0.082
C -0.56574 4.67363 3.05705 -0.087 0.289 0.125 -0.027
C 0.72764 5.10537 2.74824 0.153 0.049 -0.012 -0.020
C 1.56227 4.29945 1.96332 -0.430 -0.617 -0.422 -0.021
C 1.08967 3.05229 1.49222 0.076 0.431 0.533 -0.124
C -1.83059 0.57104 2.86138 -0.094 0.037 -1.097 -0.305
C -1.23846 0.73102 4.12949 0.399 -0.025 1.988 -0.062
C -1.93998 0.43165 5.29263 0.926 0.330 -0.019 0.011
C -3.28060 0.04063 5.22669 0.274 -0.009 0.892 0.061
C -3.91771 -0.02535 3.97948 -0.082 0.168 -2.075 0.031
C -3.20109 0.23652 2.80461 -0.888 -0.442 0.594 -0.066
H -1.59159 1.96307 -0.62792 -0.082 -0.114 0.239 0.046
H -2.77601 2.10303 0.70215 0.124 -0.062 -0.223 0.068
H -2.61171 0.55833 -0.20665 0.075 0.263 0.062 0.048
H -2.03655 3.13006 2.87624 0.490 0.115 -0.208 0.123
H -1.23141 5.32200 3.66391 0.490 -0.583 -0.560 0.141
H 1.09096 6.08274 3.09695 -0.231 -0.546 -0.124 0.138
H 2.57188 4.62847 1.69627 -0.459 -0.071 0.077 0.129
H 1.70840 2.47287 0.80836 0.028 0.182 0.484 -0.005
H -0.21185 1.10545 4.21008 -0.530 -0.227 -0.025 0.110
H -1.43766 0.51110 6.26196 -0.250 0.031 -0.371 0.144
H -3.83692 -0.20361 6.14138 0.267 0.124 -0.398 0.156
H -4.97233 -0.29707 3.91507 0.275 0.109 0.043 0.145
H -3.70991 0.14512 1.84328 0.142 0.091 0.368 0.113
```
Positions in Å, forces in eV/Å.

The HOMO-LUMO gap (spin up / spin down) is 7.626 / 3.484 eV. The value obtained for the HOMO energy (spin up / spin down) is -0.6758 / -0.6827 Ha. Its total charge is +4. The spin multiplicity is 5. As for the largest force on an atom: 4.095 eV/A. The value obtained for the energy above the lowest of the compared OMol25 structures with the same formula, charge and spin is 21.8 kJ/mol.

Record 2
Computed, not measured: C30H51BrCl5FKN4NaO9 as an isolated structure, with ωB97M-V with the def2-TZVPD basis set.

```
103
Properties=species:S:1:pos:R:3:forces:R:3:lowdin_charge:R:1
C -2.99775 -0.47276 5.85806 0.421 1.422 0.230 -0.103
O -2.20867 -1.62282 6.24330 -0.334 0.240 -1.591 -0.200
C -1.40464 -2.13238 5.15916 1.326 -0.384 0.219 -0.213
C -0.66102 -1.01491 4.27076 0.363 -1.024 -0.764 -0.170
C -1.41596 -0.93783 2.84999 -0.122 0.784 -0.180 -0.200
C -1.49449 0.54379 2.19588 -0.664 -0.472 -0.461 -0.283
C -2.94664 0.80854 1.51733 1.613 0.089 -0.419 -0.167
C -3.19076 -0.28788 0.34590 -1.464 -0.064 0.839 -0.175
C -3.63907 0.34859 -1.06416 0.868 -0.925 -1.222 -0.215
C -2.38841 0.49816 -2.15860 0.053 -0.236 0.921 -0.162
C -1.08809 0.90944 -1.30547 0.694 0.719 -1.569 -0.183
C 0.14384 1.47806 -2.23139 0.281 -1.124 0.899 -0.135
C 1.47862 1.28523 -1.31565 2.872 0.590 1.715 -0.136
C 1.75004 2.34750 -0.14421 2.159 -1.096 -3.032 -0.347
C 0.81541 3.62985 0.22597 1.546 -1.133 -0.176 -0.116
C 0.64283 4.68952 -0.97486 1.448 -0.172 -3.604 -0.352
O 1.33953 4.66844 -2.02702 -2.646 -0.273 4.606 0.085
N -0.37897 5.75768 -0.85756 0.260 -0.860 1.971 -0.163
C 0.02728 6.57032 0.35587 0.606 0.223 0.757 -0.106
C -1.74596 5.21175 -0.56335 -1.412 0.416 0.036 -0.103
C 3.09069 2.06383 0.77591 0.939 -2.897 -3.270 -0.153
C 3.98786 0.78074 0.43682 -2.880 3.441 0.617 -0.479
Cl 5.42690 0.53312 1.55431 -2.025 -0.044 -1.914 0.600
N 3.72365 -0.13933 -0.66260 -1.728 2.798 1.436 -0.227
N 4.46735 -1.25733 -0.98318 0.333 -0.483 0.368 0.047
C 2.49466 0.10015 -1.52310 -2.022 2.694 -0.053 -0.420
Br 2.16478 -1.20776 -2.99786 0.341 1.287 2.066 0.811
H -3.33905 -0.46291 4.76961 0.320 -0.343 1.417 0.087
H -3.90620 -0.33286 6.52933 1.277 -0.648 -0.916 0.078
H -2.31914 0.45418 6.00799 -1.161 -1.178 -0.313 0.097
H -1.97144 -2.82929 4.43939 0.425 1.100 1.107 0.132
H -0.59142 -2.79007 5.64336 -1.384 1.044 -0.529 0.134
H -0.51747 -0.00762 4.78832 -0.527 -1.389 -0.638 0.111
H 0.40525 -1.42035 4.07256 -1.626 0.675 0.351 0.120
H -2.50413 -1.31695 2.94538 1.842 0.495 -0.073 0.112
H -0.86803 -1.61568 2.10185 -0.929 0.781 1.119 0.124
H -1.28808 1.36855 2.98642 -0.341 -1.301 -1.153 0.118
H -0.63955 0.59912 1.39033 -5.387 -0.914 1.343 -0.043
H -3.76226 0.82748 2.31452 1.093 -0.255 -1.133 0.121
H -2.89497 1.85156 1.05323 -0.241 -1.276 0.587 0.094
H -2.31258 -1.02867 0.26098 -1.345 1.404 -0.172 0.124
H -4.08196 -0.93069 0.70637 1.424 0.927 -0.674 0.126
H -4.10616 1.41599 -0.97771 0.687 -1.850 0.677 0.109
H -4.38302 -0.42530 -1.54462 0.944 1.439 0.995 0.119
H -2.16759 -0.49215 -2.69802 -0.457 1.402 0.877 0.142
H -2.65292 1.26358 -3.00892 0.886 -1.008 1.508 0.112
H -1.36830 1.74624 -0.57853 0.351 -1.330 -0.699 0.086
H -0.66465 -0.02513 -0.78880 -0.896 1.420 -0.642 0.119
H 0.18373 0.86451 -3.19678 0.267 0.794 1.483 0.083
H -0.02768 2.56328 -2.54128 0.442 -1.446 0.662 0.102
H 1.36363 4.20433 1.07000 -0.827 -0.863 -1.321 0.128
H -0.19722 3.27898 0.69716 1.317 0.932 -0.971 0.088
H -0.16210 5.98894 1.34039 0.205 0.840 -1.398 0.089
H 1.15688 6.79389 0.32964 -1.806 -0.115 -0.176 0.115
H -0.57804 7.53522 0.41293 0.927 -1.298 -0.272 0.104
H -2.11797 5.69326 0.41958 0.451 -1.114 -1.429 0.095
H -2.53022 5.52435 -1.35494 1.499 -0.435 0.997 0.097
H -1.79314 4.07174 -0.49351 0.180 1.456 0.009 0.062
H 3.29585 2.80588 1.64532 0.196 -1.678 -1.725 0.099
H 3.94207 -2.12012 -0.77830 0.387 0.486 0.054 0.098
H 5.39686 -1.25985 -0.54443 -0.557 0.221 -0.395 0.096
O 1.36398 -1.22001 -6.40283 -0.324 0.346 0.237 -0.077
H 1.24256 -0.95465 -5.48567 0.125 0.063 -0.100 -0.070
H 2.06821 -0.64183 -6.72489 0.141 -0.381 -0.106 0.041
C 0.75995 4.47659 -5.42222 0.402 -0.166 0.075 -1.548
Cl 1.25426 2.79162 -5.63002 -0.077 0.194 0.100 0.560
Cl 1.89053 5.56250 -6.23978 -0.187 -0.103 0.127 0.542
Cl -0.88787 4.72243 -6.02913 -0.134 0.033 0.054 0.483
H 0.77099 4.70873 -4.35844 0.016 0.008 -0.213 -0.023
O 4.50099 0.56444 -3.92240 -0.609 0.493 0.033 -0.302
H 4.62930 0.08844 -3.10302 0.443 -0.396 0.267 -0.156
O 2.73557 -4.52277 -7.27546 0.048 0.037 0.005 -0.404
Cl 2.87051 -3.81972 -8.53602 -0.070 0.018 -0.136 0.616
O 1.56602 -3.66796 -9.14664 0.105 -0.024 0.073 -0.395
O 3.73266 -4.57569 -9.42031 -0.076 0.076 0.129 -0.392
O 3.44892 -2.51210 -8.29974 0.021 -0.073 0.018 -0.397
C 6.49206 -3.77870 -2.72588 -0.737 0.289 -0.182 -0.106
C 5.53363 -3.48347 -3.68878 -0.032 -0.286 -0.130 -0.088
C 5.82200 -3.66101 -5.03617 -0.371 0.125 0.223 -0.032
C 7.07492 -4.14657 -5.42490 0.452 -0.191 0.332 -0.052
C 8.03347 -4.44569 -4.46621 -0.301 -0.340 -0.373 -0.094
C 7.74875 -4.25928 -3.11489 0.624 0.215 -0.325 -0.102
H 6.26729 -3.63754 -1.67363 0.109 0.008 -0.053 0.088
H 4.56034 -3.11362 -3.38720 0.082 0.041 -0.067 0.059
H 5.07500 -3.42389 -5.78724 0.036 -0.044 0.028 0.108
H 7.29701 -4.28926 -6.47684 -0.069 0.042 0.086 0.111
H 9.00422 -4.82370 -4.76886 -0.073 0.081 0.065 0.101
H 8.49791 -4.48820 -2.36533 -0.075 0.061 -0.066 0.106
C -6.10457 -1.30746 8.62525 0.067 0.080 0.057 -0.007
C -6.57205 -2.02077 7.38403 -0.004 -0.128 -0.508 -0.547
O -6.11097 -1.77209 6.27610 -0.011 0.085 0.171 0.012
N -7.53759 -2.96693 7.52499 0.353 0.373 -0.008 0.002
C -8.19681 -3.39456 8.74077 -0.176 -0.264 -0.387 -0.076
H -5.33462 -0.58230 8.36310 -0.119 -0.139 -0.072 0.070
H -6.93920 -0.77438 9.08625 0.093 -0.101 0.134 0.088
H -5.67832 -2.02487 9.32997 -0.116 0.119 0.087 0.091
H -7.80267 -3.40437 6.65275 0.027 0.043 0.158 0.142
H -8.01720 -4.46357 8.87193 -0.117 0.046 0.252 0.086
H -9.26928 -3.22197 8.62982 -0.007 -0.066 0.273 0.085
H -7.83499 -2.85909 9.61566 0.016 -0.018 -0.159 0.075
K 0.94743 1.17210 1.63131 2.359 -0.907 3.117 0.844
F 7.91275 -2.02202 -3.30893 0.105 0.137 0.558 -0.384
Na -4.80703 1.24801 -2.90961 -0.404 0.126 -0.753 0.730
```
Positions in Å, forces in eV/Å.

The HOMO-LUMO gap is 1.860 eV. The value obtained for the HOMO energy is -0.1957 Ha. Its total charge is 0. The spin multiplicity is 1. As for the largest force on an atom: 5.627 eV/A.

Which of these has the lowest total charge?
C30H51BrCl5FKN4NaO9